# C27H46BeBrNP2S

C27H46BeBrNP2S as an isolated structure (ωB97M-V/def2-TZVPD, OMol25).

Results
Relative energy (zero: lowest compared OMol25 entry of this formula, charge and spin) ... 51.61 kcal/mol
Spin multiplicity ... 1
HOMO level (spin up / spin down) ... -12.57 / -12.53 eV
Net charge ... +2
Energy ... -130073.6497 eV

Atoms and positions in Å:
1 Br -0.6458 3.9698 -2.3048
2 S -0.4298 -0.9523 -1.5581
3 P -3.7787 0.9367 -1.5313
4 P -0.5940 1.4359 0.6324
5 N 5.0824 -3.1083 4.3275
6 C 5.4409 -1.8330 4.2978
7 C 2.7851 1.3425 -2.2310
8 C -4.1809 2.7209 -1.4742
9 C 2.2661 2.4624 -1.6199
10 C -3.1407 0.4795 1.8522
11 C -1.1814 2.9138 1.5712
12 C 2.9713 3.2842 -0.7427
13 C -0.6951 -2.4271 -0.5841
14 C 3.8724 0.7608 -1.5683
15 C -6.3770 0.1884 -2.3997
16 C 4.9489 0.4923 0.6790
17 C -1.6382 0.2616 1.7194
18 C 4.8440 -0.8711 0.7362
19 C 0.3717 -1.6946 -2.9894
20 C 4.0047 2.6625 -0.0558
21 C -4.7028 3.5552 -2.6326
22 C -5.3473 0.0254 -1.2926
23 C 5.0157 -1.6748 1.9303
24 C -3.1440 0.6250 -3.2647
25 C -0.2477 4.1226 1.5480
26 C 1.2204 -0.3590 2.0739
27 C 4.6537 -3.7063 3.2157
28 C 4.6107 -3.0418 1.9798
29 C 5.4644 -1.0863 3.1260
30 C 0.9101 1.0910 1.6958
31 C -3.8060 1.2035 -4.5006
32 C 4.3172 1.3042 -0.3420
33 Be 0.5870 2.6733 -1.3433
34 H -1.3396 2.5984 2.6185
35 H -1.0005 -3.2198 -1.2678
36 H 5.7556 -1.3773 5.2355
37 H 0.7576 3.8616 1.9086
38 H 4.3886 -0.1149 -1.9299
39 H 1.3156 -0.9981 1.1899
40 H 5.4925 1.0501 1.4538
41 H -4.4864 4.6118 -2.4311
42 H -3.4175 1.5382 1.9675
43 H -1.2219 0.3220 2.7417
44 H -4.8835 1.0425 -4.5298
45 H -1.4513 -0.7589 1.3607
46 H -3.5763 2.2645 -4.6449
47 H 1.0399 -2.4922 -2.6336
48 H 1.7861 1.5115 1.1762
49 H -0.4091 -2.0978 -3.6445
50 H 4.2505 -3.5785 1.0958
51 H -2.1141 0.9855 -3.2192
52 H -1.4839 -2.2322 0.1453
53 H -5.7913 3.4487 -2.7272
54 H 4.5788 -1.4133 -0.1744
55 H -3.6952 0.0514 1.0068
56 H -6.1983 -0.5192 -3.2153
57 H -2.1615 3.1901 1.1447
58 H -3.0954 -0.4699 -3.3737
59 H 4.3825 -4.7669 3.2931
60 H -6.4036 1.2077 -2.8030
61 H 4.5782 3.1257 0.7485
62 H 0.7544 1.7051 2.5954
63 H 2.6708 4.3278 -0.5786
64 H 5.8086 -0.0543 3.1349
65 H -5.7684 0.3351 -0.3210
66 H -3.4760 -0.0516 2.7596
67 H 0.2443 -2.6816 -0.0911
68 H 2.3314 0.8997 -3.1174
69 H -5.0592 -1.0357 -1.1773
70 H 2.1709 -0.3879 2.6254
71 H -0.6616 4.8870 2.2173
72 H -3.2598 3.2142 -1.1144
73 H 0.4783 -0.8163 2.7407
74 H -4.9051 2.7758 -0.6505
75 H -7.3718 -0.0334 -2.0035
76 H 0.9468 -0.9103 -3.5058
77 H -4.2276 3.3504 -3.5829
78 H -0.1614 4.5545 0.5453
79 H -3.3789 0.7205 -5.3900

=====

# C27H46Br2N4O7P2

A 4-piece molecular cluster, C27H46Br2N4O7P2 overall (ωB97M-V/def2-TZVPD, OMol25).

Results
Structure (SMILES) ... C#C[C@@]1(P(O)O)C(=O)O[C@@](O)(P(N)O)[C@]1(CCCCCOC)[C@@H](Br)[C@H](C)Br.CCCC#N.CCCC#N.CCCC#N
Spin multiplicity ... 1
HOMO level ... -7.66 eV
Energy ... -207697.3593 eV

Atoms and positions in Å:
1 Br -4.2876 -2.0101 0.8253
2 Br -1.1854 -0.6716 -0.6936
3 P -3.3392 2.2459 4.1508
4 P 0.0087 -2.0207 1.9558
5 O 1.0576 -2.5421 3.1057
6 O -2.5168 -2.4640 3.6274
7 O 2.4071 3.8569 1.9151
8 O -2.8171 -0.2724 4.1657
9 O -4.3399 0.4165 2.6649
10 O -1.9827 2.6204 4.9737
11 O -0.9195 -3.2384 1.4411
12 N 3.1414 2.0073 -7.0730
13 N 0.8226 3.2883 -1.8056
14 N -3.6933 -7.8073 -1.3777
15 N -3.4376 3.5266 3.0248
16 C -1.0831 -0.6480 2.7056
17 C 0.3589 0.2674 4.7419
18 C 4.0590 1.4411 -7.4701
19 C -2.4447 0.2834 0.4789
20 C -3.0369 0.6880 3.0961
21 C -0.2725 -0.1423 3.8130
22 C -4.9727 0.7461 0.1007
23 C -1.4894 -7.6089 1.6214
24 C -3.8201 -0.2838 0.0827
25 C -3.7543 -7.3631 -0.3197
26 C 0.4749 1.9254 -4.0058
27 C -1.1106 1.8048 1.9038
28 C 2.7247 0.7729 -3.7602
29 C 1.2222 0.5897 -3.9225
30 C 2.1183 2.8299 2.8472
31 C -2.4366 -6.4173 1.5381
32 C 0.0108 2.0127 0.8738
33 C 2.0643 5.1146 2.4386
34 C 1.3242 1.2426 0.9527
35 C 5.2244 0.7169 -7.9754
36 C -2.2138 -1.3251 3.5295
37 C -1.9256 0.4835 1.9486
38 C 6.0627 0.1475 -6.8238
39 C 0.6694 2.7093 -2.7868
40 C 6.5988 1.2270 -5.8911
41 C -3.8318 -6.7978 1.0277
42 C 2.2253 1.4797 2.1796
43 H 2.1349 0.7037 2.9382
44 H -4.2933 -7.5336 1.6881
45 H -1.8399 2.5651 1.6231
46 H 5.8203 1.4021 -8.5804
47 H -1.1679 -3.8682 2.1375
48 H 1.8652 -2.0598 2.9120
49 H 4.8729 -0.0852 -8.6249
50 H 1.1597 3.0085 3.3483
51 H 2.5400 5.2649 3.4157
52 H 0.2849 3.0654 0.9773
53 H 7.2146 1.9462 -6.4343
54 H -1.8886 -8.3838 2.2786
55 H -4.4778 -5.9198 0.9988
56 H 0.8325 2.5082 -4.8569
57 H -4.0333 3.2443 2.2527
58 H -5.2460 1.0291 -0.9122
59 H 2.8899 2.8838 3.6306
60 H 0.9815 5.2094 2.5870
61 H -5.8384 0.3319 0.6085
62 H 3.2289 -0.1945 -3.7387
63 H 1.0209 0.0221 -4.8325
64 H 5.4590 -0.5590 -6.2513
65 H 1.0300 0.3709 5.5592
66 H -2.4469 1.2753 0.0336
67 H -0.7427 2.1030 2.8821
68 H -4.8908 0.4469 3.4601
69 H 0.8323 0.0041 -3.0873
70 H 1.9076 1.5791 0.0930
71 H 3.1297 1.3518 -4.5904
72 H -2.1243 2.3853 5.8959
73 H 3.2594 1.4022 1.8301
74 H -0.3501 1.9647 -0.1495
75 H 1.2113 0.1672 0.8078
76 H -2.5383 -5.9661 2.5283
77 H -3.8578 4.3287 3.4791
78 H 5.7881 1.7712 -5.4045
79 H -3.7335 -0.5116 -0.9726
80 H 2.3895 5.8909 1.7518
81 H -1.3184 -8.0488 0.6383
82 H -2.0063 -5.6589 0.8805
83 H 7.2119 0.7839 -5.1069
84 H -0.5205 -7.3011 2.0150
85 H -0.5946 1.7564 -4.1370
86 H 6.8965 -0.4146 -7.2474
87 H 2.9683 1.2884 -2.8294
88 H -4.6847 1.6186 0.6805

=====

# C27H46BrNOP2Pd

C27H46BrNOP2Pd as an isolated structure (ωB97M-V/def2-TZVPD, OMol25).

Results
Spin multiplicity ... 1
HOMO level ... -7.66 eV
Energy ... -124382.0020 eV

Atoms and positions in Å:
1 Pd 1.1764 -0.4385 0.3154
2 Br 1.7339 1.4049 1.9816
3 P 5.3661 -0.9263 0.6079
4 P -0.1688 -2.2088 0.2854
5 O -0.7225 -0.0844 3.3193
6 N -6.9801 5.2883 -4.6874
7 C 4.3354 -1.7967 1.8524
8 C -1.0294 1.5263 -2.4671
9 C -0.0388 -2.8497 -2.4349
10 C -1.1000 -4.3724 1.8535
11 C -2.1726 2.0136 -1.8206
12 C -1.9344 -1.9478 -0.1478
13 C -4.0994 3.4513 -2.1685
14 C -6.7189 5.7992 -3.4825
15 C 5.6669 -2.4852 -1.7163
16 C -1.5895 0.8228 5.4049
17 C -2.2981 2.0063 -0.4094
18 C -0.8683 1.1027 4.0986
19 C -2.8184 -1.5733 1.0467
20 C -5.1207 4.0546 -3.0030
21 C 4.7498 -1.4569 -1.0364
22 C -5.8098 5.2107 -2.5998
23 C 0.0295 1.0352 -1.7108
24 C -5.4200 3.5174 -4.2773
25 C -6.3597 4.1783 -5.0796
26 C 5.1639 -2.1089 3.1072
27 C -0.0937 -3.2194 1.7933
28 C -1.2599 1.4740 0.3636
29 C 0.5619 -3.1867 -1.0724
30 C 6.1561 1.7636 0.3989
31 C -3.1984 2.5620 -2.6487
32 C 4.9665 0.8593 0.7470
33 C -0.1750 0.9729 -0.3370
34 H 0.1421 1.4940 4.3030
35 H 4.6942 -0.5382 -1.6376
36 H -2.6135 0.4669 5.2348
37 H -7.2438 6.7098 -3.1971
38 H 0.9594 0.6889 -2.1639
39 H -1.0035 -3.3474 -2.5865
40 H -1.3056 1.4293 1.4418
41 H 1.6394 -2.9450 -1.0476
42 H -4.9254 2.6217 -4.6402
43 H -1.4077 1.8654 3.5141
44 H -0.9786 1.5501 -3.5589
45 H -1.6231 1.7559 5.9773
46 H 4.0979 1.0576 0.1050
47 H -2.2924 -2.8666 -0.6339
48 H 6.1290 -2.5561 2.8387
49 H -1.0334 0.0820 5.9876
50 H 3.4641 -1.1640 2.0717
51 H 3.7286 -1.8432 -0.8963
52 H 0.0945 0.0884 2.7852
53 H -1.2638 -4.8413 0.8733
54 H -4.0471 3.8262 -1.1415
55 H 4.6406 1.0184 1.7851
56 H 6.7158 -2.1718 -1.6816
57 H 0.4425 -4.2491 -0.8141
58 H -3.3852 -2.4412 1.4212
59 H -5.6102 5.6568 -1.6233
60 H -0.2249 -2.5130 2.6285
61 H 0.9395 -3.5967 1.8305
62 H -0.1854 -1.7706 -2.5719
63 H 3.9971 -2.7258 1.3731
64 H 5.3906 -2.6009 -2.7690
65 H -3.2034 2.3888 0.0602
66 H -3.5481 -0.8058 0.7543
67 H 6.3423 1.7930 -0.6787
68 H -3.1669 2.3205 -3.7218
69 H 5.5913 -3.4704 -1.2456
70 H -1.9487 -1.1521 -0.9055
71 H 4.6432 -2.8263 3.7499
72 H -2.0722 -4.0435 2.2414
73 H -2.2330 -1.1564 1.8836
74 H 5.3648 -1.2107 3.7021
75 H -6.5851 3.7692 -6.0605
76 H 7.0686 1.4210 0.8954
77 H -0.7221 -5.1509 2.5283
78 H 0.6439 -3.1926 -3.2205
79 H 5.9635 2.7871 0.7338

=====

Question: spin multiplicity of number 2 (C27H46Br2N4O7P2)?
Answer: 1

=====

Question: Look up the energy of the second one.
Answer: -207697.3593 eV

=====

What did the third record say?
# C27H46BrNOP2Pd

C27H46BrNOP2Pd as an isolated structure (ωB97M-V/def2-TZVPD, OMol25).

Results
Spin multiplicity ... 1
HOMO level ... -7.66 eV
Energy ... -124382.0020 eV

Atoms and positions in Å:
1 Pd 1.1764 -0.4385 0.3154
2 Br 1.7339 1.4049 1.9816
3 P 5.3661 -0.9263 0.6079
4 P -0.1688 -2.2088 0.2854
5 O -0.7225 -0.0844 3.3193
6 N -6.9801 5.2883 -4.6874
7 C 4.3354 -1.7967 1.8524
8 C -1.0294 1.5263 -2.4671
9 C -0.0388 -2.8497 -2.4349
10 C -1.1000 -4.3724 1.8535
11 C -2.1726 2.0136 -1.8206
12 C -1.9344 -1.9478 -0.1478
13 C -4.0994 3.4513 -2.1685
14 C -6.7189 5.7992 -3.4825
15 C 5.6669 -2.4852 -1.7163
16 C -1.5895 0.8228 5.4049
17 C -2.2981 2.0063 -0.4094
18 C -0.8683 1.1027 4.0986
19 C -2.8184 -1.5733 1.0467
20 C -5.1207 4.0546 -3.0030
21 C 4.7498 -1.4569 -1.0364
22 C -5.8098 5.2107 -2.5998
23 C 0.0295 1.0352 -1.7108
24 C -5.4200 3.5174 -4.2773
25 C -6.3597 4.1783 -5.0796
26 C 5.1639 -2.1089 3.1072
27 C -0.0937 -3.2194 1.7933
28 C -1.2599 1.4740 0.3636
29 C 0.5619 -3.1867 -1.0724
30 C 6.1561 1.7636 0.3989
31 C -3.1984 2.5620 -2.6487
32 C 4.9665 0.8593 0.7470
33 C -0.1750 0.9729 -0.3370
34 H 0.1421 1.4940 4.3030
35 H 4.6942 -0.5382 -1.6376
36 H -2.6135 0.4669 5.2348
37 H -7.2438 6.7098 -3.1971
38 H 0.9594 0.6889 -2.1639
39 H -1.0035 -3.3474 -2.5865
40 H -1.3056 1.4293 1.4418
41 H 1.6394 -2.9450 -1.0476
42 H -4.9254 2.6217 -4.6402
43 H -1.4077 1.8654 3.5141
44 H -0.9786 1.5501 -3.5589
45 H -1.6231 1.7559 5.9773
46 H 4.0979 1.0576 0.1050
47 H -2.2924 -2.8666 -0.6339
48 H 6.1290 -2.5561 2.8387
49 H -1.0334 0.0820 5.9876
50 H 3.4641 -1.1640 2.0717
51 H 3.7286 -1.8432 -0.8963
52 H 0.0945 0.0884 2.7852
53 H -1.2638 -4.8413 0.8733
54 H -4.0471 3.8262 -1.1415
55 H 4.6406 1.0184 1.7851
56 H 6.7158 -2.1718 -1.6816
57 H 0.4425 -4.2491 -0.8141
58 H -3.3852 -2.4412 1.4212
59 H -5.6102 5.6568 -1.6233
60 H -0.2249 -2.5130 2.6285
61 H 0.9395 -3.5967 1.8305
62 H -0.1854 -1.7706 -2.5719
63 H 3.9971 -2.7258 1.3731
64 H 5.3906 -2.6009 -2.7690
65 H -3.2034 2.3888 0.0602
66 H -3.5481 -0.8058 0.7543
67 H 6.3423 1.7930 -0.6787
68 H -3.1669 2.3205 -3.7218
69 H 5.5913 -3.4704 -1.2456
70 H -1.9487 -1.1521 -0.9055
71 H 4.6432 -2.8263 3.7499
72 H -2.0722 -4.0435 2.2414
73 H -2.2330 -1.1564 1.8836
74 H 5.3648 -1.2107 3.7021
75 H -6.5851 3.7692 -6.0605
76 H 7.0686 1.4210 0.8954
77 H -0.7221 -5.1509 2.5283
78 H 0.6439 -3.1926 -3.2205
79 H 5.9635 2.7871 0.7338